A 2-piece molecular cluster, C3H10NO2 overall in a non-equilibrium geometry. Source: the Open Molecules 2025 dataset; level of theory: ωB97M-V/def2-TZVPD.

LUMO in eV: 4.141

Geometry as ORCA input:
```
! RIJCOSX wB97M-V def2-TZVPD def2/J DEFGRID3
* xyz -1 1
C -0.755 0.361 -0.718
O -1.515 -0.499 0.000
C 0.722 -0.087 -0.862
C 1.648 0.316 0.291
N 0.731 -1.614 -0.946
H -0.607 1.372 -0.230
H -1.189 0.601 -1.744
H 1.162 0.128 -1.840
H 1.498 -0.213 1.214
H 2.710 0.303 0.002
H 1.537 1.376 0.569
H 1.091 -1.987 -0.072
H -0.199 -2.000 -1.033
H -2.264 0.245 1.017
H -1.927 1.004 2.465
O -2.641 0.693 1.888
*
```


A 10-piece molecular cluster, C13H46N2O10 overall in a non-equilibrium geometry. Source: the Open Molecules 2025 dataset; level of theory: ωB97M-V/def2-TZVPD.

SMILES string: NC(N)=O.CCO.CCO.CCO.CO.CO.CO.CO.CO.CO
LUMO in eV: 0.384

Geometry as ORCA input:
```
! RIJCOSX wB97M-V def2-TZVPD def2/J DEFGRID3
* xyz 0 1
N -2.261 0.004 3.719
C -2.492 -1.338 3.685
N -2.436 -1.989 4.890
O -2.769 -1.933 2.645
H -2.363 0.591 2.912
H -1.870 0.441 4.535
H -2.432 -2.990 4.886
H -2.353 -1.482 5.750
C -0.536 -2.153 -3.816
C 0.910 -2.380 -3.382
O 0.944 -2.135 -1.969
H -0.660 -2.415 -4.873
H -0.868 -1.130 -3.653
H -1.181 -2.850 -3.279
H 1.593 -1.701 -3.887
H 1.165 -3.421 -3.593
H 0.975 -2.969 -1.496
C -2.058 3.473 -1.110
C -2.580 3.888 -2.451
O -1.455 4.283 -3.276
H -1.402 2.610 -1.026
H -2.879 3.371 -0.398
H -1.453 4.295 -0.707
H -3.269 4.734 -2.389
H -3.090 3.077 -2.980
H -1.648 4.080 -4.194
C -2.411 -3.470 -0.565
C -3.334 -2.329 -0.950
O -3.291 -1.259 -0.011
H -2.441 -4.210 -1.375
H -2.837 -3.999 0.291
H -1.371 -3.223 -0.368
H -4.370 -2.676 -1.014
H -3.075 -1.974 -1.948
H -3.358 -1.627 0.884
C 3.210 3.447 0.350
O 2.786 4.150 1.507
H 4.299 3.490 0.253
H 2.980 2.379 0.431
H 2.711 3.819 -0.544
H 2.353 4.965 1.249
C 1.266 1.941 -2.444
O 2.234 2.600 -3.226
H 1.671 1.014 -2.033
H 0.947 2.485 -1.542
H 0.310 1.739 -2.935
H 1.761 3.082 -3.910
C 0.584 1.489 3.794
O -0.411 2.124 3.054
H 0.236 0.612 4.363
H 1.443 1.151 3.195
H 1.018 2.162 4.537
H -0.718 1.506 2.371
C 3.587 -0.561 -0.700
O 4.416 -1.030 0.369
H 2.550 -0.453 -0.386
H 3.981 0.382 -1.098
H 3.671 -1.267 -1.523
H 4.231 -0.444 1.110
C -0.067 0.114 0.413
O -1.322 0.638 0.905
H 0.426 -0.593 1.084
H -0.350 -0.430 -0.493
H 0.543 0.965 0.117
H -1.945 -0.051 0.631
C 2.666 -3.223 2.092
O 1.652 -4.217 2.055
H 3.552 -3.432 1.489
H 2.248 -2.277 1.727
H 2.996 -3.085 3.119
H 1.441 -4.386 1.134
*
```


An isolated ion of composition C5H10N and charge +1 in a non-equilibrium geometry. Source: the Open Molecules 2025 dataset; level of theory: ωB97M-V/def2-TZVPD.

SMILES string: [NH3+]C1=CCCC1
LUMO in eV: -4.077

Geometry as ORCA input:
```
! RIJCOSX wB97M-V def2-TZVPD def2/J DEFGRID3
* xyz 1 1
N 2.063 -0.880 -0.432
C 0.738 -0.527 0.031
C -0.378 -0.542 -0.811
C -1.769 0.335 -0.650
C -1.255 0.768 0.840
C 0.187 0.435 1.088
H 2.790 -1.345 0.190
H 2.575 -0.042 -0.661
H 2.011 -1.662 -1.236
H -0.331 -1.020 -1.737
H -2.627 -0.454 -0.822
H -1.754 1.049 -1.343
H -1.916 0.386 1.481
H -1.354 1.877 0.925
H 0.711 1.466 1.054
H 0.310 0.156 2.084
*
```


One molecule with the formula C2H4N2S3 in a non-equilibrium geometry. Source: the Open Molecules 2025 dataset; level of theory: ωB97M-V/def2-TZVPD.

SMILES string: NC(=S)S/C=N\S
LUMO in eV: 0.247

Geometry as ORCA input:
```
! RIJCOSX wB97M-V def2-TZVPD def2/J DEFGRID3
* xyz 0 1
N -0.287 -2.597 0.632
C 0.361 -1.493 0.285
S 1.949 -1.506 -0.256
S -0.689 0.037 0.350
C 0.430 1.169 -0.382
N 0.173 2.399 -0.671
S -1.398 3.036 -0.477
H 0.223 -3.444 0.660
H -1.269 -2.623 0.960
H 1.431 0.743 -0.532
H -0.924 4.279 -0.570
*
```


One molecule with the formula C3H8N2O2 in a non-equilibrium geometry. Source: the Open Molecules 2025 dataset; level of theory: ωB97M-V/def2-TZVPD.

SMILES string: O[C@H]1CNN[C@@H]1O
LUMO in eV: 0.775

Geometry as ORCA input:
```
! RIJCOSX wB97M-V def2-TZVPD def2/J DEFGRID3
* xyz 0 1
O 1.271 0.469 1.549
C 0.711 0.900 0.334
C 0.889 -0.244 -0.769
N -0.417 -0.908 -0.860
N -1.166 -0.725 0.390
C -1.132 0.714 0.583
O -1.480 1.435 -0.595
H 1.175 -0.479 1.521
H 0.955 1.899 0.211
H 1.230 0.236 -1.718
H 1.601 -0.983 -0.379
H -0.978 -0.269 -1.540
H -0.756 -1.222 1.118
H -1.666 1.158 1.387
H -2.432 1.397 -0.957
*
```


A 3-piece molecular cluster, C7H11N2S overall in a non-equilibrium geometry. Source: the Open Molecules 2025 dataset; level of theory: ωB97M-V/def2-TZVPD.

LUMO (spin up / spin down) in eV: -3.700 / -4.503

Geometry as ORCA input:
```
! RIJCOSX wB97M-V def2-TZVPD def2/J DEFGRID3
* xyz 1 1
C 2.554 0.448 1.855
C 2.135 -0.047 0.712
C 0.353 0.657 1.738
C -2.055 -1.317 -1.253
C -1.493 -0.621 -0.025
C -0.906 -2.141 -1.904
C 0.017 -0.465 -0.334
N 1.429 0.925 2.526
N 0.819 -0.066 0.655
S 0.599 -1.545 -1.553
H 3.502 0.494 2.476
H 2.773 -0.563 0.000
H -0.709 0.761 2.030
H -2.867 -2.094 -1.289
H -2.386 -0.574 -1.893
H -1.899 0.316 0.029
H -1.569 -1.321 0.858
H -1.099 -2.749 -2.799
H 1.551 2.008 -0.943
H 1.054 2.113 -1.632
H 1.443 1.521 3.258
*
```


An isolated ion of composition C4H4NO and charge +1 in a non-equilibrium geometry. Source: the Open Molecules 2025 dataset; level of theory: ωB97M-V/def2-TZVPD.

LUMO (spin up / spin down) in eV: -7.113 / -7.203

Geometry as ORCA input:
```
! RIJCOSX wB97M-V def2-TZVPD def2/J DEFGRID3
* xyz 1 1
C -0.093 0.334 -0.924
C 0.439 -0.322 -1.880
C -0.018 0.030 0.437
C -0.786 0.536 1.363
N 1.751 -1.575 0.486
O 0.973 -0.885 1.024
H -0.633 1.310 -1.198
H 0.609 -0.964 -2.722
H -0.746 0.185 2.441
H -1.496 1.351 0.972
*
```


CHBrOS2 as an isolated structure in a non-equilibrium geometry. Source: the Open Molecules 2025 dataset; level of theory: ωB97M-V/def2-TZVPD.

LUMO (spin up / spin down) in eV: -2.257 / -3.231

Geometry as ORCA input:
```
! RIJCOSX wB97M-V def2-TZVPD def2/J DEFGRID3
* xyz 0 1
C 0.052 0.494 -0.077
O -1.115 0.735 -0.238
S 1.097 1.727 -0.606
S 0.709 -1.010 0.610
Br -2.713 -1.027 0.338
H 1.970 -0.919 -0.027
*
```